one | Molecular formula: C3H11N
Method: DFT, wB97M-V/def2-TZVPD

LUMO level = 1.08 eV
Structure (SMILES) = CCN.C
M = 61.13 g mol⁻¹
Orbital gap = 10.23 eV

Last column: natural (NBO) charge in e.
Atoms and positions in Å:
C 1.39 1.10 0.25  -0.62
C 1.17 1.22 -1.23  -0.22
N -0.23 0.96 -1.55  -0.84
H 0.98 0.17 0.67  0.20
H 0.92 1.91 0.81  0.21
H 2.44 1.13 0.57  0.21
H 1.87 0.58 -1.79  0.16
H 1.43 2.25 -1.53  0.18
H -0.53 0.09 -1.14  0.35
H -0.40 0.95 -2.55  0.36
C -1.79 -2.04 1.49  -0.85
H -2.78 -2.50 1.59  0.21
H -1.28 -2.19 2.43  0.21
H -1.26 -2.63 0.75  0.21
H -1.92 -1.00 1.25  0.22

two | Molecular formula: C3H11N
Method: DFT, wB97M-V/def2-TZVPD

LUMO level = 1.00 eV
Structure (SMILES) = CCN.C
M = 61.13 g mol⁻¹
Orbital gap = 10.20 eV

Last column: natural (NBO) charge in e.
Atoms and positions in Å:
C 1.54 1.10 0.28  -0.61
C 1.21 1.34 -1.23  -0.21
N -0.22 0.96 -1.59  -0.87
H 0.99 0.26 0.51  0.20
H 1.08 1.97 0.81  0.21
H 2.62 0.91 0.40  0.21
H 1.93 0.75 -1.74  0.17
H 1.20 2.37 -1.52  0.19
H -0.64 0.18 -1.02  0.35
H -0.33 0.58 -2.56  0.36
C -1.89 -2.19 1.56  -0.86
H -2.73 -2.82 1.58  0.22
H -1.38 -2.00 2.53  0.22
H -1.18 -2.34 0.72  0.21
H -2.21 -1.07 1.28  0.21

Stability, highest: one

one | Molecular formula: H4O2P2
Method: DFT, wB97M-V/def2-TZVPD

LUMO level (spin up / spin down) = -0.58 / -2.28 eV
M = 97.98 g mol⁻¹
Orbital gap (spin up / spin down) = 9.09 / 5.74 eV

Last column: natural (NBO) charge in e.
Atoms and positions in Å:
O 1.79 0.07 -0.93  -0.98
O -0.15 -1.18 0.02  -0.91
P -2.63 0.09 -0.13  0.17
P 0.95 -0.28 0.45  1.43
H 2.36 0.84 -0.88  0.50
H -2.29 0.49 1.17  -0.07
H -1.94 1.17 -0.70  -0.07
H 1.90 -1.20 1.00  -0.07

two | Molecular formula: H4O2P2
Method: DFT, wB97M-V/def2-TZVPD

LUMO level = 0.02 eV
Structure (SMILES) = O[PH]#[PH]O
M = 97.98 g mol⁻¹
Orbital gap = 8.12 eV

Last column: natural (NBO) charge in e.
Atoms and positions in Å:
O -1.07 -1.17 0.03  -0.99
P 0.60 -0.96 0.12  0.52
P 0.48 1.13 -0.35  0.58
O -0.56 1.73 0.69  -0.95
H -1.21 -1.87 -0.69  0.50
H 0.99 -1.34 -1.08  -0.07
H 1.63 1.61 0.30  -0.07
H -0.86 0.85 0.97  0.48

Stability, highest: two

one | Molecular formula: C7H10N2O3
Method: DFT, wB97M-V/def2-TZVPD

LUMO level = -0.77 eV
Structure (SMILES) = [H]/N=C(\N)C#CC.O=CC(=O)CO
M = 170.17 g mol⁻¹
Orbital gap = 7.57 eV

Last column: natural (NBO) charge in e.
Atoms and positions in Å:
H 2.09 0.68 -0.68  0.32
N 1.60 0.38 0.17  -0.63
C 1.44 -0.89 0.18  0.35
N 1.88 -1.79 -0.77  -0.82
C 0.79 -1.52 1.31  -0.10
C 0.24 -2.09 2.22  0.06
C -0.42 -2.74 3.35  -0.69
H 2.08 -1.42 -1.69  0.38
H 1.43 -2.70 -0.79  0.39
H 0.16 -3.61 3.69  0.24
H -0.51 -2.04 4.19  0.24
H -1.42 -3.08 3.07  0.24
O -1.82 1.72 -3.51  -0.47
C -1.46 2.71 -2.90  0.34
C -0.90 2.63 -1.49  0.45
O -0.55 3.64 -0.92  -0.50
C -0.79 1.26 -0.85  -0.17
O -0.26 1.37 0.45  -0.67
H -1.52 3.74 -3.32  0.14
H -1.79 0.82 -0.82  0.21
H -0.18 0.64 -1.49  0.20
H -0.10 2.30 0.60  0.49

two | Molecular formula: C7H10N2O3
Method: DFT, wB97M-V/def2-TZVPD

LUMO level = 0.58 eV
Structure (SMILES) = O=C1N[C@@H]2CCC(=O)N2[C@H]1CO
M = 170.17 g mol⁻¹
Orbital gap = 10.18 eV

Last column: natural (NBO) charge in e.
Atoms and positions in Å:
O -2.64 0.77 -1.15  -0.61
C -1.47 0.66 -0.72  0.67
N -0.62 1.62 -0.22  -0.62
C 0.46 0.93 0.60  0.13
C 1.74 1.60 0.34  -0.43
C 2.59 0.37 0.23  -0.52
C 1.66 -0.80 -0.32  0.72
O 2.01 -1.80 -0.89  -0.59
N 0.44 -0.35 0.09  -0.46
C -0.79 -0.76 -0.59  -0.16
C -1.48 -1.56 0.50  -0.05
O -1.64 -0.72 1.62  -0.74
H -1.03 2.42 0.05  0.40
H 0.06 0.74 1.64  0.22
H 1.98 2.25 1.22  0.22
H 1.59 2.27 -0.50  0.23
H 3.12 0.10 1.11  0.23
H 3.40 0.53 -0.44  0.23
H -0.51 -1.20 -1.52  0.25
H -0.79 -2.34 0.75  0.20
H -2.37 -2.01 0.09  0.18
H -2.43 -0.13 1.63  0.49

Stability, highest: two

one | Molecular formula: C3H2MgO3Tl
Method: DFT, wB97M-V/def2-TZVPD

⟨S²⟩ = 1.755
Spin multiplicity = 2
LUMO level (spin up / spin down) = -0.77 / -0.82 eV
M = 314.73 g mol⁻¹
Orbital gap (spin up / spin down) = 3.74 / 5.55 eV

Last column: Mulliken spin population.
Atoms and positions in Å:
C -1.39 -0.11 0.61  1.01
O -2.50 0.25 0.08  0.19
H -0.06 0.94 -0.77  0.05
Tl -4.45 -1.15 0.62  0.16
C -0.15 0.28 0.09  0.39
O 0.89 -0.68 0.23  -0.03
C 2.09 -0.45 -0.28  0.02
O 2.26 0.58 -0.99  0.07
Mg 4.12 -0.41 -0.99  -0.98
H -0.80 0.76 1.41  0.11

two | Molecular formula: C3H2MgO3Tl
Method: DFT, wB97M-V/def2-TZVPD

⟨S²⟩ = 0.752
Spin multiplicity = 2
LUMO level (spin up / spin down) = -1.18 / -1.18 eV
M = 314.73 g mol⁻¹
Orbital gap (spin up / spin down) = 4.20 / 6.41 eV

Last column: Mulliken spin population.
Atoms and positions in Å:
O -2.02 -0.10 1.47  0.01
O -0.32 -0.43 -0.72  0.02
C 0.42 0.16 -1.68  0.01
C 0.06 -0.32 0.65  0.13
O 1.49 0.70 -1.31  -0.06
C -0.83 0.33 1.53  -0.02
Tl -0.35 -0.20 -4.29  0.01
H -0.52 0.56 2.57  0.00
H 0.01 -1.42 1.15  0.01
Mg 2.07 0.71 0.64  0.90

Stability, highest: two